# 1
The molecule CH3OP in a non-equilibrium geometry. Source: the Open Molecules 2025 dataset; level of theory: wB97M-V/def2-TZVPD.

SMILES string: C1OP1
net charge: 0
gap between HOMO and LUMO: 10.59 eV
molar mass: 62.008 u
HOMO energy: -0.358 hartree
energy relative to the best compared isomer or geometry (same formula, charge and spin): 151.11 kJ/mol
lowest unoccupied orbital energy: 0.86 eV

Last column: Löwdin charge in e.
CARTESIAN COORDINATES (ANGSTROEM)
1 P -0.667316 -0.615715 -1.261077  0.81
2 O 0.818917 0.055906 -1.289632  -0.50
3 C 0.080567 0.554457 -0.130603  -0.40
4 H 0.059253 1.617209 -0.212519  0.06
5 H -0.097452 -1.759832 -0.571847  -0.06
6 H 0.279613 -0.120589 0.831135  0.09

Forces on atoms 1 to 2 (eV/Å):
-0.62 -0.87 -0.45
1.05 1.06 0.22

# 2
The molecule CH3OPS in a non-equilibrium geometry. Source: the Open Molecules 2025 dataset; level of theory: wB97M-V/def2-TZVPD.

net charge: 0
gap between HOMO and LUMO (spin up / spin down): 5.69 / 8.41 eV
molar mass: 94.075 u
HOMO energy (spin up / spin down): -0.283 / -0.335 hartree
energy relative to the best compared isomer or geometry (same formula, charge and spin): 356.79 kJ/mol
lowest unoccupied orbital energy (spin up / spin down): -2.01 / -0.72 eV

Last column: Löwdin charge in e.
CARTESIAN COORDINATES (ANGSTROEM)
1 S -1.483976 -0.765467 -2.086436  0.56
2 P -0.621406 0.402374 0.493713  0.75
3 O -1.569328 -0.552053 -0.419397  -0.99
4 C 1.086014 0.294915 0.137039  -0.25
5 H 1.874160 0.496832 0.813824  -0.02
6 H -0.806641 0.074843 1.860745  -0.03
7 H 1.521177 0.048556 -0.799488  -0.02

Forces on atoms 1 to 2 (eV/Å):
0.23 0.17 1.20
1.53 1.49 -0.56

# 3
A cluster of 2 separate species, CH3OS in total in a non-equilibrium geometry. Source: the Open Molecules 2025 dataset; level of theory: wB97M-V/def2-TZVPD.

net charge: -1
gap between HOMO and LUMO: 6.92 eV
molar mass: 63.101 u
HOMO energy: -0.103 hartree
energy relative to the best compared isomer or geometry (same formula, charge and spin): 48.37 kJ/mol
lowest unoccupied orbital energy: 4.11 eV

Last column: Löwdin charge in e.
CARTESIAN COORDINATES (ANGSTROEM)
1 S 1.501974 -0.772144 -1.262966  -0.30
2 O -0.796737 1.079638 2.031444  -0.14
3 C -0.787939 0.342554 0.997768  -0.18
4 H -0.264659 -0.664530 0.884418  0.01
5 H -0.901821 0.911286 -0.050129  0.07
6 H 1.249183 -0.896802 -2.600536  -0.47

Forces on atoms 1 to 2 (eV/Å):
-0.10 -0.07 -0.50
-0.43 -3.16 -3.07